1.
Below is C5H7NO in the gas phase, with properties calculated with wB97M-V/def2-TZVPD.

Computed properties:
Spin multiplicity = 3
Expectation value of S² = 2.0442
Orbital gap (spin up / spin down) = 6.56 / 8.54 eV
Relative energy (zero: lowest compared OMol25 entry of this formula, charge and spin) = 1.5395 eV
Max |F| = 5.757 eV Å⁻¹
Highest occupied orbital energy (spin up / spin down) = -0.2123 / -0.3507 Ha
Charge = 0

Last column: Mulliken spin population.
Cartesian coordinates (Å):
C (-0.59, 0.67, -0.04)  -0.12
C (-2.00, 0.84, 0.05)  0.44
C (-0.11, -0.63, 0.00)  0.43
C (-3.40, -1.17, 0.27)  0.83
C (2.28, -0.34, 0.27)  0.01
N (-2.93, -0.04, -0.05)  0.17
O (1.17, -1.17, -0.08)  0.08
H (-0.11, 1.57, 0.33)  0.00
H (-2.29, 1.87, 0.13)  0.02
H (-4.04, -1.79, -0.41)  0.12
H (-0.78, -1.44, -0.26)  0.02
H (2.80, 0.17, -0.49)  0.01
H (3.08, -1.01, 0.74)  0.00
H (1.79, 0.45, 0.91)  -0.01



2.
Below is 3 unconnected molecules or ions with the total composition C6H18B2BrNO4S2, with properties calculated with wB97M-V/def2-TZVPD.

Computed properties:
Orbital gap = 8.35 eV
Max |F| = 1.327 eV Å⁻¹
Highest occupied orbital energy = -0.3216 Ha
Charge = 0

Last column: Löwdin charge in e.
Cartesian coordinates (Å):
N (0.55, -1.41, 1.51)  0.18
B (0.07, -0.39, 0.63)  -0.62
O (0.77, -0.22, -0.56)  0.10
B (-1.28, 0.60, 0.99)  -0.09
C (-2.47, 0.03, 1.91)  -0.19
C (-3.11, -1.06, 1.14)  -0.78
O (-3.51, -2.11, 1.50)  0.08
Br (-3.14, -0.62, -0.77)  0.85
H (-0.12, -1.77, 2.17)  0.07
H (0.98, -2.16, 0.98)  0.09
H (0.18, 0.04, -1.27)  0.08
H (-1.43, 1.70, 0.55)  0.06
H (-3.20, 0.78, 2.18)  0.12
H (-2.10, -0.44, 2.83)  0.11
C (-2.39, 2.15, -5.85)  -0.27
S (-2.44, 1.54, -4.17)  0.79
O (-1.07, 1.08, -3.82)  -0.56
C (-3.40, 0.06, -4.54)  -0.27
H (-1.80, 3.06, -5.86)  0.05
H (-1.93, 1.40, -6.50)  0.06
H (-3.41, 2.37, -6.18)  0.05
H (-2.86, -0.54, -5.28)  0.06
H (-4.38, 0.35, -4.92)  0.06
H (-3.52, -0.51, -3.62)  -0.01
C (5.83, -0.63, 3.74)  -0.28
S (4.56, 0.62, 3.92)  0.80
O (4.32, 0.80, 5.38)  -0.56
C (3.21, -0.38, 3.29)  -0.29
H (6.76, -0.21, 4.13)  0.05
H (5.55, -1.51, 4.32)  0.06
H (5.95, -0.88, 2.69)  0.05
H (3.12, -1.28, 3.90)  0.06
H (3.40, -0.64, 2.25)  0.05
H (2.30, 0.20, 3.35)  0.04



3.
Below is 2 unconnected molecules or ions with the total composition C4H10NO, with properties calculated with wB97M-V/def2-TZVPD.

Computed properties:
Orbital gap (spin up / spin down) = 7.20 / 10.40 eV
Relative energy (zero: lowest compared OMol25 entry of this formula, charge and spin) = 6.4228 eV
Max |F| = 6.126 eV Å⁻¹
Highest occupied orbital energy (spin up / spin down) = -0.4776 / -0.5255 Ha
Charge = +1

Last column: Löwdin charge in e.
Cartesian coordinates (Å):
C (0.73, -0.59, -0.17)  -0.24
C (-0.28, 0.44, -0.05)  -0.21
C (2.06, -0.51, 0.58)  -0.02
C (-3.10, -0.32, -0.06)  0.19
N (0.61, 0.45, -1.22)  0.18
O (-0.02, 1.56, 0.63)  0.07
H (0.46, -1.68, -0.27)  0.17
H (2.95, -0.78, -0.15)  0.15
H (1.96, -1.33, 1.31)  0.10
H (2.10, 0.45, 1.11)  0.09
H (-3.37, 0.30, 0.70)  -0.03
H (-2.42, -1.18, 0.31)  0.05
H (-2.91, -0.04, -0.99)  -0.06
H (1.46, 1.06, -1.06)  0.20
H (0.25, 0.39, -2.17)  0.19
H (-0.49, 1.78, 1.47)  0.17



4.
Below is a gas-phase ion, C6H13N2 (charge +1), with properties calculated with wB97M-V/def2-TZVPD.

Computed properties:
Orbital gap (spin up / spin down) = 7.45 / 7.45 eV
Relative energy (zero: lowest compared OMol25 entry of this formula, charge and spin) = 3.4815 eV
Max |F| = 3.491 eV Å⁻¹
Highest occupied orbital energy (spin up / spin down) = -0.4857 / -0.4856 Ha
Charge = +1

Last column: Löwdin charge in e.
Cartesian coordinates (Å):
C (-0.16, 1.62, -0.03)  -0.13
C (0.93, 0.48, -0.32)  -0.32
C (0.71, -0.74, 0.42)  0.05
C (2.27, 1.13, 0.10)  -0.03
C (0.51, -2.04, -0.20)  -0.04
C (-3.28, -0.18, 0.05)  -0.06
N (-1.49, 1.26, -0.07)  0.03
N (-1.90, 0.12, 0.02)  0.00
H (0.02, 2.05, 0.96)  0.15
H (0.00, 2.41, -0.77)  0.14
H (0.92, 0.29, -1.39)  0.15
H (0.79, -0.70, 1.50)  0.15
H (2.32, 1.29, 1.17)  0.10
H (2.39, 2.09, -0.41)  0.10
H (3.10, 0.49, -0.19)  0.09
H (1.50, -2.52, -0.29)  0.13
H (0.11, -1.97, -1.21)  0.10
H (-0.09, -2.71, 0.41)  0.11
H (-3.52, -0.51, 1.06)  0.10
H (-3.46, -1.02, -0.62)  0.09
H (-3.91, 0.68, -0.21)  0.10



5.
Below is C3H7O4P in the gas phase, with properties calculated with wB97M-V/def2-TZVPD.

Computed properties:
Orbital gap = 8.91 eV
Structure (SMILES) = O/C=C(\O)PC(O)O
Relative energy (zero: lowest compared OMol25 entry of this formula, charge and spin) = 2.9687 eV
Max |F| = 5.477 eV Å⁻¹
Highest occupied orbital energy = -0.3086 Ha
Charge = 0

Last column: Löwdin charge in e.
Cartesian coordinates (Å):
C (1.73, -0.61, -0.21)  -0.21
C (0.85, -0.07, 0.64)  -0.50
C (-1.70, -0.33, -0.13)  -0.75
O (2.76, -0.06, -0.93)  -0.01
O (1.08, 1.26, 1.21)  -0.04
O (-1.52, 1.00, -0.18)  -0.06
O (-1.40, -0.98, -1.27)  -0.06
P (-0.55, -1.12, 1.17)  1.03
H (1.51, -1.58, -0.59)  0.10
H (3.10, 0.82, -0.56)  0.13
H (0.41, 1.83, 1.43)  0.03
H (-0.79, 1.25, -0.79)  0.13
H (-1.92, -0.94, -2.09)  0.13
H (-0.73, -0.14, 2.10)  -0.06
H (-2.82, -0.32, 0.20)  0.15



6.
Below is a molecular structure, C12H30CrN4O14S2V2, with properties calculated with wB97M-V/def2-TZVPD.

Computed properties:
Spin multiplicity = 10
Expectation value of S² = 24.7831
Orbital gap (spin up / spin down) = 4.11 / 4.10 eV
Relative energy (zero: lowest compared OMol25 entry of this formula, charge and spin) = 2.3337 eV
Max |F| = 12.617 eV Å⁻¹
Highest occupied orbital energy (spin up / spin down) = -0.3033 / -0.3040 Ha
Charge = +1

Last column: Mulliken spin population.
Cartesian coordinates (Å):
Cr (1.94, 1.44, -2.76)  2.90
V (-2.39, -1.33, -0.01)  2.98
V (0.73, 3.24, 0.33)  3.06
O (2.26, 2.37, -1.01)  0.00
H (2.80, 2.38, -0.21)  0.00
O (1.72, 0.65, -4.51)  0.11
H (1.96, 0.67, -5.42)  0.00
S (0.28, 4.29, -2.76)  0.00
O (1.26, 5.38, -3.01)  0.01
O (0.77, 3.00, -3.19)  -0.01
O (-0.09, 4.21, -1.36)  0.00
O (-0.68, 4.94, -3.67)  -0.02
S (-0.54, 0.36, -0.97)  -0.02
O (-1.94, 0.26, -1.40)  0.01
O (-0.29, 1.48, -0.06)  -0.08
O (-0.40, -0.93, -0.25)  0.00
O (0.44, 0.38, -2.04)  0.01
C (0.58, 0.99, 4.78)  -0.01
O (1.24, 1.10, 5.79)  0.00
N (-0.30, -0.02, 4.54)  0.00
C (-0.84, -0.90, 5.56)  0.00
C (-0.81, -0.13, 3.17)  0.00
H (0.66, 1.64, 3.89)  0.01
H (-0.78, -0.30, 6.48)  0.00
H (-0.25, -1.80, 5.71)  0.00
H (-1.83, -1.22, 5.27)  0.00
H (-0.44, 0.60, 2.46)  0.04
H (-0.36, -1.08, 2.84)  0.00
H (-1.89, -0.16, 3.08)  -0.02
C (-4.06, 1.08, 1.63)  0.00
O (-3.23, 0.37, 1.04)  -0.02
N (-4.23, 2.36, 1.26)  0.01
C (-5.25, 3.15, 1.99)  0.00
C (-3.32, 3.05, 0.39)  0.01
H (-4.79, 0.82, 2.40)  0.00
H (-6.07, 2.49, 2.26)  0.00
H (-5.61, 3.93, 1.33)  0.00
H (-4.77, 3.52, 2.90)  0.00
H (-2.51, 3.53, 0.96)  0.00
H (-2.84, 2.43, -0.36)  0.00
H (-3.77, 3.92, -0.09)  0.00
C (-1.44, -2.89, -2.86)  0.00
O (-2.20, -2.44, -2.00)  0.00
N (-0.35, -3.62, -2.68)  0.00
C (0.39, -4.17, -3.83)  0.00
C (0.14, -4.02, -1.39)  0.02
H (-1.60, -2.66, -3.92)  0.00
H (0.10, -3.89, -4.83)  0.00
H (0.28, -5.26, -3.70)  0.00
H (1.46, -4.12, -3.62)  0.00
H (-0.67, -4.00, -0.66)  -0.01
H (0.57, -5.02, -1.35)  0.00
H (0.98, -3.40, -1.06)  0.00
C (4.30, -0.69, -1.80)  0.00
O (3.44, 0.08, -2.20)  -0.01
N (4.15, -1.34, -0.63)  0.01
C (5.10, -2.33, -0.16)  0.00
C (3.14, -0.97, 0.34)  -0.01
H (5.14, -1.07, -2.38)  0.00
H (5.70, -2.80, -0.94)  0.00
H (4.63, -3.14, 0.40)  0.00
H (5.81, -1.90, 0.56)  0.00
H (3.49, -1.03, 1.37)  0.00
H (2.80, 0.05, 0.14)  0.01
H (2.22, -1.54, 0.22)  0.00